Entry 1:
Here is a molecular structure, C19H16Cl5N2O4S7Zr in a non-equilibrium geometry from OMol25. Energies are from the ωB97M-V functional and the def2-TZVPD basis.

```
! RIJCOSX wB97M-V def2-TZVPD def2/J DEFGRID3
* xyz -1 1
Zr -0.14389 -0.16799 1.46287
Cl -3.33468 -1.54815 -0.07917
C -3.29168 -1.37922 1.64420
C -2.11093 -1.00173 2.28083
C -2.20201 -0.90187 3.66374
Cl -0.74026 -0.49860 4.52132
C -3.36027 -1.12010 4.39956
Cl -3.36916 -0.94964 6.11911
C -4.51401 -1.48938 3.72301
Cl -5.97911 -1.76725 4.59480
C -4.47672 -1.63503 2.33919
Cl -5.91213 -2.12239 1.50807
S 4.73296 -5.53601 -0.73809
C 3.50911 -4.54154 -0.22604
S 3.19134 -4.17267 1.42223
C 1.81941 -3.11462 1.19152
C 1.43718 -2.93803 -0.08594
S 0.11927 -1.92286 -0.57987
S 2.38274 -3.78338 -1.28632
S 1.06171 -2.34293 2.55044
O 0.97963 2.57384 4.03746
S 0.80997 2.04144 2.72455
O 1.35680 2.88057 1.65262
O -0.62687 1.65965 2.40144
O 1.43357 0.64315 2.56585
N 3.90642 1.63810 -1.51844
C 2.52610 2.18239 -1.82361
C 1.51567 1.08848 -1.53284
N 1.63115 0.67143 -0.14677
C 2.95245 0.11780 0.13736
C 4.01847 1.17371 -0.08179
H 4.62834 2.32030 -1.74141
H 4.05496 0.82203 -2.11668
H 2.52212 2.51182 -2.86175
H 2.37218 3.03018 -1.15500
H 1.66414 0.22028 -2.18462
H 0.51068 1.47482 -1.70679
H 1.50360 1.52442 0.41253
H 3.11381 -0.74871 -0.51452
H 3.00421 -0.22956 1.16806
H 5.03310 0.80867 0.07082
H 3.82339 2.04313 0.54763
S -1.52509 1.42633 -0.16573
C -2.12186 1.13088 -1.80604
C -1.80473 0.04263 -2.62173
C -2.31902 -0.05886 -3.90909
C -3.15919 0.91943 -4.41978
C -3.48308 2.00714 -3.61802
C -2.97323 2.11045 -2.33397
H -1.16370 -0.73991 -2.24959
H -2.06148 -0.92192 -4.51203
H -3.56496 0.83198 -5.41983
H -4.14341 2.78027 -3.99332
H -3.23301 2.95708 -1.71044
*
```

The value obtained for the frontier orbital gap is 5.10 eV.

Here are the Löwdin charges for atoms 1 to 8, given in e: 1.217 0.689 -0.680 -0.330 -0.678 0.717 -0.704 0.660

=====

Entry 2:
Here is a molecular structure, C7H14AlFO3P from OMol25. Energies are from the ωB97M-V functional and the def2-TZVPD basis.

```
! RIJCOSX wB97M-V def2-TZVPD def2/J DEFGRID3
* xyz -1 1
C -2.58140 1.45560 -1.42467
C -1.09283 1.63815 -1.71686
P -0.19884 0.01746 -1.77708
C 1.28798 0.49923 -2.76520
C 0.42011 -0.05526 -0.04481
C 1.22891 1.10652 0.54551
O 1.43199 0.81641 1.90618
Al 1.47513 -0.97187 2.02415
C -0.16259 -1.79681 2.95092
C -0.49253 -3.03923 2.26809
O -1.45043 -3.34842 1.61975
F 0.49376 -3.98442 2.41748
O 1.16109 -1.21275 0.25003
H -3.13937 2.37187 -1.63202
H -2.74335 1.20122 -0.37652
H -3.00762 0.64936 -2.02417
H -0.66217 2.30927 -0.97221
H -0.94637 2.12486 -2.68457
H 1.70685 -0.38222 -3.24573
H 0.94854 1.17482 -3.55456
H 2.05977 1.01731 -2.19585
H -0.53432 -0.05704 0.52862
H 2.19823 1.10731 0.01613
H 0.79288 2.09890 0.39051
H 2.80081 -1.60992 2.64609
H -1.03219 -1.14756 2.84531
H 0.03798 -1.98280 4.00547
*
```

The value obtained for the frontier orbital gap is 8.47 eV.

Here are the Löwdin charges for atoms 1 to 8, given in e: -0.190 -0.451 0.967 -0.301 -0.612 -0.309 -0.222 0.220

=====

Entry 3:
Here is a molecular structure, C15H24F5NO4STeZn from OMol25. Energies are from the ωB97M-V functional and the def2-TZVPD basis.

```
! RIJCOSX wB97M-V def2-TZVPD def2/J DEFGRID3
* xyz -2 1
Zn 1.74029 0.71388 -0.87412
N 3.76464 0.42773 0.30823
C 4.24307 1.80309 0.14824
C 3.12354 2.80759 0.47524
O 3.42604 3.84346 1.06610
O 1.96138 2.47107 0.06679
H 3.72320 0.15376 1.28125
H 4.32395 -0.23434 -0.21190
H 4.47463 1.93126 -0.91026
H 5.12078 2.04526 0.75203
F -4.53076 0.59005 -1.42414
Te -2.96001 1.51483 -1.93442
F -2.73362 -0.01235 -3.15742
F -4.28503 2.24358 -3.29451
F -3.64319 2.83752 -0.57293
F 2.91067 0.75589 -2.37224
O -2.11854 0.44389 -0.55571
C 1.81168 -2.40935 0.76154
C 0.91442 -2.17786 -0.45647
C 1.71757 -2.41662 -1.73645
C -0.24730 -3.18039 -0.40950
C 0.37113 -0.74216 -0.52045
H 2.13530 -3.45500 0.80630
H 1.27918 -2.17091 1.68395
H 2.69963 -1.78016 0.70686
H 2.09692 -3.44395 -1.76302
H 2.55792 -1.72323 -1.81957
H 1.08793 -2.26100 -2.61560
H 0.12687 -4.20701 -0.32422
H -0.85187 -3.10368 -1.31519
H -0.89669 -2.97942 0.44278
H -0.36992 -0.72768 -1.32406
C -6.22290 -0.56707 3.99837
C -4.94238 -0.21998 3.28362
C -4.70520 1.07354 2.83186
C -3.55879 1.39091 2.11798
C -2.62539 0.40032 1.86550
C -2.83793 -0.89621 2.30333
C -3.99385 -1.19890 3.00594
S -1.13323 0.81932 0.98112
C -0.20719 0.94766 2.62434
O -0.39369 -0.58642 0.73482
H -6.59417 0.27911 4.57911
H -6.08103 -1.40947 4.67811
H -7.00416 -0.84507 3.28619
H -5.44492 1.84637 3.01205
H -3.42290 2.38096 1.70498
H -2.10568 -1.65914 2.07556
H -4.16518 -2.21788 3.33889
H -0.28664 0.04789 3.23766
H -0.62012 1.80518 3.16349
H 0.83726 1.14732 2.37773
*
```

The value obtained for the frontier orbital gap is 6.96 eV.

Here are the Löwdin charges for atoms 1 to 8, given in e: 0.755 -0.021 -0.194 -0.672 -0.017 -0.111 0.081 0.075

=====

| no. | lowest unoccupied orbital energy (eV) | E_HOMO (eV) |
| --- | --- | --- |
| 1 | 0.8 | -4.3049 |
| 2 | 3.4 | -5.0345 |
| 3 | 4.4 | -2.5525 |